2 unconnected molecules or ions with the total composition C31H41FO9P2 in a non-equilibrium geometry. Source: the Open Molecules 2025 dataset; level of theory: the ωB97M-V functional and the def2-TZVPD basis.

```
84
Properties=species:S:1:pos:R:3:forces:R:3
C -4.766538 3.321037 1.006312 -0.251 -0.782 0.097
C -4.423658 2.301565 2.207965 0.095 1.858 0.481
O -3.364293 1.366011 1.911291 -2.057 -0.682 -0.039
C -3.886384 0.064885 1.508157 0.436 -0.573 0.170
C -4.119404 -0.027574 -0.076762 -0.724 -0.778 0.927
C -2.964603 -0.741219 -0.913355 0.488 -0.419 0.183
P -3.615471 -1.461651 -2.584405 1.303 0.126 -0.798
P -5.467976 -2.561983 -2.309579 -2.751 -2.035 1.742
O -5.413989 -3.593787 -1.181499 -0.025 2.933 -3.062
O -5.846072 -3.301108 -3.828895 0.942 2.916 1.919
O -6.734358 -1.399472 -2.081062 1.555 -1.648 -1.574
C -2.295971 -2.095811 -0.274252 -0.485 -1.923 -1.871
F -3.138202 -2.866466 0.615215 1.899 2.189 -0.839
O -0.931196 -1.844506 0.175122 -2.339 1.810 1.414
C -0.879617 -0.388007 0.277240 0.020 1.794 0.653
O -0.490311 0.315979 1.213594 -1.216 -3.335 -3.511
C -1.547373 0.035402 -1.145977 0.469 1.282 0.994
C -0.565669 -0.515809 -2.290153 0.157 -0.721 -0.562
C 0.999529 -0.519322 -1.950820 0.263 0.297 -0.521
C 1.660671 0.933196 -1.740868 1.504 -0.547 -0.958
O 1.856451 1.300711 -0.358581 0.443 0.131 -1.369
C 2.934317 2.244869 -0.181889 -0.231 1.538 1.124
C -1.714837 1.625832 -1.255953 -1.145 0.221 0.908
C -2.806034 2.134885 -2.311024 0.185 0.434 -0.239
C -2.264271 2.445444 -3.784257 -1.230 1.478 -0.387
C -3.576547 2.905566 -4.642951 0.061 -1.356 0.789
C -1.294728 3.741513 -3.785112 -1.089 -0.506 -0.169
H -5.437666 2.814020 0.213486 1.198 0.816 1.101
H -5.383177 4.173110 1.443690 0.942 -0.953 -0.608
H -3.790736 3.706697 0.528952 -1.610 -0.544 0.762
H -4.037009 2.966910 3.071718 -0.465 -1.134 -1.307
H -5.378655 1.814173 2.602931 1.291 0.340 -0.686
H -4.876949 -0.197241 2.041236 1.452 0.682 -0.784
H -3.126017 -0.703861 1.905360 -1.107 1.134 -0.850
H -4.415682 1.012480 -0.430275 0.745 -1.449 0.185
H -5.067772 -0.676002 -0.211605 1.567 0.960 0.174
H -3.966435 -0.380506 -3.484598 -0.288 -0.379 0.890
H -5.776329 -2.534824 -4.457828 -0.140 -1.170 0.213
H -7.050791 -1.104842 -2.971662 0.205 -0.271 1.080
H -2.200640 -2.799322 -1.171820 0.144 0.678 1.523
H -0.710513 0.136520 -3.217813 0.154 -0.833 1.285
H -0.809231 -1.593070 -2.632812 0.172 1.707 0.743
H 1.517675 -0.943447 -2.895176 -0.906 0.685 1.428
H 1.299398 -1.262890 -1.118254 -0.651 1.404 -1.078
H 1.144897 1.759408 -2.368204 0.439 -1.269 1.097
H 2.722598 0.853946 -2.199079 -1.589 0.070 0.562
H 2.460747 3.211641 0.243671 0.772 -1.376 -0.684
H 3.470852 2.552906 -1.138581 -0.655 -0.764 1.126
H 3.673477 1.893578 0.628374 -1.076 0.183 -1.427
H -2.080861 1.976776 -0.216061 0.670 -0.600 -1.554
H -0.750882 2.197627 -1.450956 -1.050 -1.139 0.300
H -3.729155 1.460823 -2.399806 1.479 0.820 0.273
H -3.210093 3.139181 -1.900110 0.601 -1.478 -0.703
H -1.839348 1.551046 -4.348155 -0.260 1.086 1.030
H -3.411594 2.831631 -5.767806 -0.123 0.498 1.500
H -3.932439 3.923768 -4.277366 0.471 -1.258 -0.756
H -4.399110 2.135371 -4.389112 1.031 1.243 -0.494
H -0.356907 3.617491 -3.152725 -1.135 0.221 -0.991
H -1.940988 4.607813 -3.377975 1.196 -1.284 -0.459
H -1.081933 3.988402 -4.876504 0.146 -0.259 1.502
O 6.029314 -2.596313 0.717610 0.007 0.050 0.288
C 5.888268 -2.346340 1.902824 0.012 -0.144 -0.907
C 4.676176 -1.645907 2.384840 -0.264 0.153 -0.021
C 3.678740 -1.288608 1.476277 -0.197 0.113 0.108
C 2.519375 -0.665938 1.925423 0.118 -0.201 -0.009
C 2.350909 -0.399103 3.282197 0.227 -0.081 0.092
C 3.350106 -0.737881 4.188366 -0.212 0.111 -0.110
C 4.517965 -1.356655 3.740779 -0.272 0.077 -0.131
C 5.583134 -1.697109 4.710163 -0.204 0.273 0.908
O 5.469102 -1.395697 5.886316 0.076 -0.099 -0.300
C 6.786275 -2.415339 4.231642 0.355 -0.184 -0.011
C 7.781641 -2.774054 5.141760 0.212 -0.130 -0.015
C 8.899304 -3.477874 4.707924 -0.184 0.093 -0.034
C 9.026905 -3.826276 3.365136 -0.190 0.106 -0.063
C 8.043690 -3.457869 2.453167 0.223 -0.100 0.112
C 6.922878 -2.746445 2.883700 0.335 -0.180 0.175
H 3.801920 -1.498796 0.418448 0.124 -0.052 0.160
H 1.744801 -0.393273 1.219571 0.174 0.010 0.174
H 1.440196 0.075521 3.632964 0.072 -0.054 -0.079
H 3.215233 -0.522740 5.243573 0.186 -0.085 -0.112
H 7.685430 -2.509643 6.189919 -0.151 0.032 -0.178
H 9.670347 -3.759375 5.417894 -0.087 0.033 -0.066
H 9.895099 -4.383983 3.028937 -0.094 0.062 0.022
H 8.150997 -3.729798 1.407936 -0.163 0.133 0.107
```
Positions in Å, forces in eV/Å.

* charge: 0
* structure (SMILES): CCOCC[C@]1(PP(=O)(O)O)[C@H](F)OC(=O)[C@]1(CCCOC)CCC(C)C.O=C1c2ccccc2C(=O)c2ccccc21
* frontier orbital gap: 8.71 eV